The following is a DFT calculation (the ωB97M-V functional and the def2-TZVPD basis) of a molecular structure, C7H4F6GaN2O9S3Se at a distorted geometry.

Structure (XYZ):
```
33
Properties=species:S:1:pos:R:3:forces:R:3:lowdin_charge:R:1
Se 0.3609 0.5608 3.2047 0.07 0.01 0.29 1.06
Ga 0.2709 0.2798 0.1776 0.34 -0.79 1.94 0.50
S -0.1833 1.2111 -2.5138 -0.33 0.17 -2.17 0.47
S -2.0159 2.4567 -1.0794 -0.62 0.68 0.16 0.58
S 1.2164 -1.8732 -1.0761 -0.19 0.08 -0.18 0.71
F -0.2434 0.6771 -5.1188 0.03 -0.07 0.07 0.10
F 0.0496 2.7717 -4.6765 0.02 0.02 0.07 0.10
F -1.0655 4.5543 0.2895 0.00 -0.12 0.10 0.14
F -1.9098 1.8871 -4.4893 -0.04 0.00 0.12 0.12
F -3.2228 4.4470 0.1695 -0.04 -0.22 0.11 0.12
F -2.0762 5.0402 -1.5535 0.02 0.00 -0.01 0.10
O -3.1387 2.3959 -1.9742 -0.04 0.00 0.00 -0.29
O 0.4544 1.5180 1.8133 -0.09 -0.29 -0.67 -0.58
O -1.0850 0.1042 -2.3022 0.16 0.04 0.17 -0.34
O -2.0470 1.6285 0.0912 0.13 0.08 -0.01 -0.29
O -0.9140 -0.6091 2.6048 -0.11 0.12 0.04 -0.45
O -0.4910 1.3730 4.3276 -0.09 -0.01 -0.05 -0.62
O 1.2267 1.0056 -2.6741 0.05 0.30 0.40 -0.32
O -0.7106 -1.0268 1.2413 0.16 0.39 -0.24 -0.35
O 2.0906 -0.6611 1.3403 0.04 0.01 0.00 -0.25
N -0.5924 2.5646 -1.7996 -0.12 -0.56 0.30 -0.30
N 1.8925 -1.9461 1.4704 0.09 -0.26 0.02 -0.23
C -0.6111 1.6664 -4.2801 0.15 -0.01 -0.10 -0.66
C 1.4519 -4.6531 1.8084 0.05 0.13 -0.10 -0.11
C 1.4385 -2.6750 0.4013 0.09 0.10 -0.27 -0.68
C -2.0837 4.2126 -0.4910 0.26 0.25 -0.27 -0.67
C 1.2152 -4.0486 0.5967 -0.01 -0.05 0.21 -0.10
C 2.1227 -2.5310 2.6616 -0.01 0.02 0.15 -0.05
C 1.9294 -3.8743 2.8652 -0.02 -0.08 -0.03 -0.09
H 1.2644 -5.7115 1.9422 0.00 0.00 0.00 0.09
H 2.1335 -4.2987 3.8381 -0.02 0.04 0.02 0.09
H 0.8231 -4.5929 -0.2501 0.03 -0.03 0.01 0.09
H 2.4498 -1.8530 3.4350 0.02 0.06 -0.07 0.12
```
Forces are in eV/Å.

- HOMO-LUMO gap (alpha / beta): 0.204 / 0.256 Ha
- 2S+1: 2
- HOMO level (alpha / beta): -0.8 / -2.3 eV
- Total charge: -2


The following is a DFT calculation (the ωB97M-V functional and the def2-TZVPD basis) of a single C8H15N4PS molecule at a distorted geometry.

Structure (XYZ):
```
29
Properties=species:S:1:pos:R:3:forces:R:3:lowdin_charge:R:1
S -2.1112 -1.7957 -1.4566 0.67 0.40 0.10 0.24
P -1.0873 -0.4638 -0.4686 0.43 0.68 2.03 0.39
N -1.4637 -0.5499 1.2746 0.04 -1.59 -2.52 -0.40
N -2.9833 1.3372 -0.5751 0.66 0.00 -2.48 -0.01
N -1.2318 -1.8766 1.7892 1.18 -1.47 -0.68 -0.03
N -1.5142 1.2162 -0.6372 -1.08 -0.20 -1.08 -0.39
C -1.1197 1.7536 -1.9778 0.13 -2.23 0.13 -0.12
C 1.5706 -1.6981 -0.6044 -1.57 3.61 -0.42 -0.06
C 1.4220 0.7257 -0.0898 -0.52 0.19 0.23 -0.12
C 3.5472 -0.3395 -0.0414 -3.08 0.86 -0.91 -0.07
C 2.8031 0.8208 0.1354 -1.37 -2.01 -0.59 -0.05
C 0.7846 -0.4629 -0.4654 0.23 -1.62 -0.08 -0.28
C 2.9373 -1.4993 -0.4897 -0.04 -2.82 0.81 -0.10
C -0.7837 0.3435 2.1380 -2.52 2.09 2.56 -0.19
H -1.2844 0.1828 3.1389 0.36 0.21 -0.80 0.10
H -1.0466 1.4088 1.8880 0.68 -1.08 -0.03 0.09
H 0.7642 1.5799 0.0926 0.43 -0.10 -0.14 0.09
H 3.4838 -2.4598 -0.5452 0.29 0.90 -0.22 0.11
H 3.2447 1.7206 0.4446 0.51 1.07 0.34 0.09
H 1.0528 -2.6053 -0.9236 0.49 0.15 0.21 0.10
H -0.2032 2.3388 -1.9017 0.61 -1.00 -0.28 0.07
H -0.1939 -2.0287 1.6612 -1.13 -0.18 0.38 0.07
H 4.5478 -0.2557 0.0351 3.30 -0.18 0.43 0.07
H -1.2319 0.8395 -2.6901 0.94 1.95 0.46 0.09
H 0.2400 0.2068 2.4042 1.23 -0.30 -0.67 0.06
H -1.7762 2.5079 -2.3023 -1.52 0.64 -0.11 0.05
H -3.4151 0.7472 -1.3557 0.74 0.74 1.43 0.07
H -3.2763 0.9770 0.2908 -0.42 -0.70 1.32 0.03
H -1.6756 -2.6711 1.2317 0.34 2.00 0.59 0.07
```
Forces are in eV/Å.

- HOMO-LUMO gap: 0.341 Ha
- HOMO level: -8.9 eV
- ΔE to the lowest compared entry with this formula, charge and spin: 0.0 kcal per mole
- SMILES string: CN(N)P(=S)(c1ccccc1)N(C)N


The following is a DFT calculation (the ωB97M-V functional and the def2-TZVPD basis) of a molecular structure, C26H26FN3O4PtS2.

Structure (XYZ):
```
63
Properties=species:S:1:pos:R:3:forces:R:3:lowdin_charge:R:1
Pt -0.1308 -0.0884 -0.2276 0.02 -0.18 0.01 0.35
S -0.0014 -2.3523 -0.0142 -0.03 0.13 0.01 -0.55
S -2.3354 -0.1068 0.0520 -0.02 0.03 -0.04 0.57
F 6.2737 -2.3084 0.0016 0.00 0.01 -0.01 0.04
O -0.0502 2.1467 -0.5677 -0.05 -0.09 0.01 -0.15
O 1.9496 -0.0460 -0.4789 -0.03 -0.02 -0.11 -0.18
O -0.2182 1.1381 2.3545 -0.04 0.31 0.10 0.00
O 0.8842 4.1760 -0.4248 -0.05 0.02 -0.03 -0.05
N -4.2686 -0.0226 1.8084 -0.04 0.05 -0.08 -0.16
N 4.6729 2.9454 -0.1594 0.06 0.00 -0.04 -0.01
N -2.2749 0.1446 2.8443 0.11 0.03 -0.21 0.09
C -5.5919 1.1007 0.0162 -0.01 0.03 -0.03 -0.10
C 1.2922 0.0218 6.0510 0.00 0.01 -0.04 -0.10
C -0.9553 -0.3807 6.7928 -0.02 0.01 -0.05 -0.11
C 2.3325 2.3247 -0.3211 0.03 -0.05 0.04 -0.01
C 4.5230 -0.7296 -0.1637 0.07 -0.05 -0.02 0.09
C -4.8688 0.1322 3.1202 0.04 -0.03 -0.01 -0.24
C 4.1457 0.6156 -0.2138 -0.35 0.03 -0.06 -0.03
C 6.8272 -0.0268 0.0031 0.07 -0.12 0.00 0.02
C 5.6133 4.0397 0.0646 -0.03 -0.02 0.03 -0.33
C 2.6925 0.9264 -0.3527 0.25 0.00 0.07 -0.27
C 0.4028 -0.2994 7.0696 0.01 0.01 0.02 -0.13
C -0.5358 0.1972 4.4866 -0.05 0.03 -0.16 -0.12
C 5.8550 -1.0188 -0.0513 0.01 0.09 0.00 -0.26
C 0.8229 0.2755 4.7702 0.03 -0.01 0.04 -0.02
C -1.4193 -0.1414 5.5047 0.01 -0.03 0.04 -0.04
C -0.9968 0.5290 3.0670 0.00 -0.25 0.14 -0.48
C 6.4715 1.3046 -0.0326 -0.17 0.09 -0.02 -0.15
C -2.8852 0.0449 1.6713 -0.10 -0.02 0.25 -0.65
C -4.9450 1.5750 3.6117 0.01 0.02 0.01 -0.09
C 5.1024 1.6280 -0.1324 0.15 0.00 0.04 -0.09
C 6.9537 3.6893 -0.5701 0.01 -0.01 -0.01 -0.15
C -5.1641 -0.2037 0.6824 0.05 -0.04 0.02 -0.29
C 5.7198 4.3588 1.5535 0.01 0.01 0.03 -0.03
C 0.9107 2.9310 -0.4366 0.18 -0.04 -0.03 -0.64
C 7.5087 2.3979 0.0170 0.02 -0.04 0.00 -0.15
C 3.3416 3.2214 -0.2285 -0.10 0.08 0.04 0.01
H -4.7091 1.6353 -0.3348 0.00 0.00 0.01 0.06
H -6.2376 0.8981 -0.8434 0.01 -0.01 0.00 0.06
H 3.0596 4.2689 -0.2114 0.02 0.00 -0.03 0.13
H 0.7676 -0.4877 8.0735 0.00 -0.01 0.00 0.08
H 7.8294 2.5672 1.0499 0.00 0.00 0.00 0.11
H 6.4503 5.1526 1.7287 0.00 0.00 -0.01 0.08
H 7.6497 4.5178 -0.4221 0.01 -0.01 0.00 0.11
H 7.8703 -0.3154 0.0709 -0.01 0.00 0.00 0.12
H -6.0426 -0.7475 1.0459 -0.01 0.02 0.00 0.10
H -2.4713 -0.2151 5.2643 0.00 0.00 0.01 0.09
H -1.6562 -0.6371 7.5798 0.01 0.00 0.01 0.09
H 3.7513 -1.4918 -0.2158 -0.01 0.02 0.01 0.14
H -5.8733 -0.2977 3.0637 -0.01 0.02 0.01 0.10
H -5.5337 2.1977 2.9356 0.00 -0.01 -0.01 0.05
H -6.1401 1.7438 0.7085 0.00 -0.01 0.01 0.05
H 6.8064 3.5651 -1.6460 0.00 0.01 0.00 0.12
H 5.1977 4.9078 -0.4509 0.00 0.00 -0.01 0.14
H -5.4028 1.6187 4.6050 0.00 -0.01 0.00 0.06
H -4.2896 -0.4529 3.8347 -0.02 -0.02 0.00 0.09
H 4.7531 4.6846 1.9376 -0.01 -0.01 -0.01 0.09
H 6.0191 3.4771 2.1219 0.01 0.00 -0.01 0.08
H -3.9388 1.9881 3.6742 0.00 0.00 0.00 0.07
H 1.4895 0.5343 3.9576 0.00 0.01 0.01 0.11
H 8.3967 2.0807 -0.5343 0.01 0.01 0.01 0.11
H -4.6688 -0.8375 -0.0514 -0.01 -0.02 0.00 0.06
H 2.3558 0.0729 6.2552 0.00 0.00 0.01 0.09
```
Forces are in eV/Å.

- HOMO-LUMO gap: 0.113 Ha
- HOMO level: 0.7 eV
- ΔE to the lowest compared entry with this formula, charge and spin: 0.0 kcal per mole
- Total charge: -2


The following is a DFT calculation (the ωB97M-V functional and the def2-TZVPD basis) of a single C3H6S2 molecule at a distorted geometry.

Structure (XYZ):
```
11
Properties=species:S:1:pos:R:3:forces:R:3:lowdin_charge:R:1
S 3.0344 -0.6100 -0.6252 0.13 1.83 -0.05 0.27
S 1.8313 -1.1532 1.0021 -0.65 0.29 -1.44 0.38
C 0.3354 -1.2187 0.0854 0.01 1.87 1.75 -0.46
C -0.3674 0.4243 -0.3979 0.11 -2.21 -1.26 -0.30
C -1.0700 1.1633 0.5649 2.10 -1.55 -0.80 0.03
H 0.5242 0.9888 -0.6123 0.47 -0.42 -0.91 0.04
H -0.4461 1.6612 1.2275 0.68 1.19 1.33 0.04
H -0.4341 -1.7443 0.6562 0.00 -0.19 0.05 0.00
H 2.8763 0.8347 -0.7636 0.09 -2.14 0.59 -0.13
H -0.8931 -0.1350 -1.2032 0.15 1.59 0.16 0.09
H -2.0570 1.0777 0.7543 -3.08 -0.27 0.58 0.02
```
Forces are in eV/Å.

- HOMO-LUMO gap (alpha / beta): 0.288 / 0.270 Ha
- HOMO level (alpha / beta): -8.3 / -8.1 eV
- ΔE to the lowest compared entry with this formula, charge and spin: 112.0 kcal per mole


The following is a DFT calculation (the ωB97M-V functional and the def2-TZVPD basis) of 2 unconnected molecules or ions with the total composition C2 at a distorted geometry.

Structure (XYZ):
```
2
Properties=species:S:1:pos:R:3:forces:R:3:lowdin_charge:R:1
C 0.0000 0.0000 -1.1398 0.00 0.00 5.66 0.00
C 0.0000 0.0000 1.1398 0.00 0.00 -5.66 0.00
```
Forces are in eV/Å.

- HOMO-LUMO gap: 0.228 Ha
- HOMO level: -8.6 eV
- ΔE to the lowest compared entry with this formula, charge and spin: 126.1 kcal per mole


The following is a DFT calculation (the ωB97M-V functional and the def2-TZVPD basis) of 2 unconnected molecules or ions with the total composition C2H5OPS at a distorted geometry.

Structure (XYZ):
```
10
Properties=species:S:1:pos:R:3:forces:R:3:lowdin_charge:R:1
S 3.0432 0.8355 0.2917 -2.75 -1.17 -1.11 0.58
P -0.4634 2.2763 -0.3753 2.89 -1.65 1.36 0.78
O -1.3875 1.4784 0.7390 -2.10 -0.93 -1.03 -0.54
C 1.0434 -0.9456 -0.7676 1.04 -0.42 0.60 -0.22
C 1.5844 0.3230 -0.2934 0.84 3.37 0.60 -0.77
H 0.5889 -0.8805 -1.7274 -0.13 0.37 -0.98 0.06
H 0.2196 -1.2317 -0.1258 -0.01 -0.31 0.47 0.07
H 1.8804 -1.6585 -0.7847 -0.53 -0.34 0.08 0.08
H -2.2073 1.0480 0.3117 1.93 1.14 0.95 0.07
H 0.5745 2.6740 0.6229 -1.18 -0.05 -0.94 -0.11
```
Forces are in eV/Å.

- HOMO-LUMO gap (alpha / beta): 0.243 / 0.243 Ha
- HOMO level (alpha / beta): -7.2 / -7.2 eV
- ΔE to the lowest compared entry with this formula, charge and spin: 69.2 kcal per mole